No. 1
C35H66BrF4N7O4 | wB97M-V/def2-TZVPD

The calculation puts the orbital gap (alpha / beta) at 5.48 / 6.43 eV. The charge is +1. The spin multiplicity is 4. Its LUMO energy (alpha / beta) is -4.53 / -4.53 eV. The expectation value of S² is 3.7624. The total energy is -5030.38854 Ha. The HOMO energy (alpha / beta) is -0.36797 / -0.40295 hartree.

Last columns: bonded neighbours and bond lengths (Å).
Positions of all 117 atoms, in Å:
1 C 1.1824 6.0577 1.3246  C2 1.526, H19 1.084, H20 1.083, H21 1.084
2 C 0.6025 4.7044 1.7268  C1 1.526, C3 1.535, H22 1.085, H23 1.084
3 C 0.8062 3.6830 0.5992  C2 1.535, C4 1.520, H24 1.083, H25 1.082
4 C 1.1161 2.2807 1.0964  C3 1.520, O5 1.466, H26 1.081, H27 1.085
5 O 2.1119 1.7055 0.1871  C4 1.466, N6 1.366
6 N 2.9825 0.8869 0.8497  O5 1.366, C7 1.318, H28 1.007
7 C 4.1131 1.4063 1.2852  N6 1.318, N8 1.338, N12 1.370
8 N 4.4426 2.6967 1.1575  C7 1.338, C9 1.316
9 C 5.6212 2.8102 1.7317  N8 1.316, N10 1.329, H29 1.072
10 N 6.0667 1.6575 2.2211  C9 1.329, Br11 1.848, N12 1.378
11 Br 7.6702 1.4556 3.1178  N10 1.848
12 N 5.0970 0.7182 1.9457  C7 1.370, N10 1.378, C13 1.444
13 C 5.1912 -0.6642 2.3532  N12 1.444, F14 1.330, F15 1.332, C16 1.591
14 F 4.2205 -1.3254 1.7293  C13 1.330
15 F 6.3609 -1.1741 1.9709  C13 1.332
16 C 5.0046 -0.8057 3.9271  C13 1.591, F17 1.334, F18 1.334, H30 1.091
17 F 3.9847 -1.6255 4.1864  C16 1.334
18 F 6.1365 -1.2528 4.4730  C16 1.334
19 H 0.5986 6.4835 0.5169  C1 1.084
20 H 1.1730 6.7433 2.1632  C1 1.083
21 H 2.1916 5.9077 0.9598  C1 1.084
22 H 1.0396 4.3679 2.6615  C2 1.085
23 H -0.4651 4.8181 1.8794  C2 1.084
24 H 1.6572 3.9867 0.0023  C3 1.083
25 H -0.0515 3.6096 -0.0567  C3 1.082
26 H 0.2364 1.6535 1.0624  C4 1.081
27 H 1.5091 2.2747 2.1077  C4 1.085
28 H 2.6997 -0.0741 0.9533  N6 1.007
29 H 6.1509 3.7404 1.7960  C9 1.072
30 H 4.7568 0.1685 4.3506  C16 1.091
31 C 2.5727 -8.1688 0.2172  C32 1.540, H42 1.086, H43 1.090, H44 1.090
32 C 1.5492 -7.4189 1.0897  C31 1.540, C33 1.531, N37 1.494, C41 1.525
33 C 0.5176 -6.6989 0.2181  C32 1.531, C34 1.528, H45 1.095, H46 1.091
34 C 1.0529 -5.4336 -0.4510  C33 1.528, C35 1.528, H47 1.093, H48 1.092
35 C 1.6610 -4.4976 0.5926  C34 1.528, C36 1.529, H49 1.094, H50 1.095
36 C 2.7354 -5.1762 1.4425  C35 1.529, N37 1.491, C39 1.544, C40 1.523
37 N 2.2384 -6.4628 2.0086  C32 1.494, C36 1.491, O38 1.294
38 O 1.5081 -6.2330 3.0521  N37 1.294
39 C 4.0045 -5.3858 0.5888  C36 1.544, H51 1.090, H52 1.091, H53 1.087
40 C 3.1538 -4.2527 2.5793  C36 1.523, H54 1.089, H55 1.082, H56 1.092
41 C 0.8418 -8.5027 1.8965  C32 1.525, H57 1.090, H58 1.089, H59 1.088
42 H 3.1769 -7.5295 -0.4203  C31 1.086
43 H 3.2485 -8.7551 0.8404  C31 1.090
44 H 2.0524 -8.8573 -0.4485  C31 1.090
45 H -0.3447 -6.4266 0.8350  C33 1.095
46 H 0.1467 -7.3917 -0.5386  C33 1.091
47 H 1.7877 -5.6902 -1.2186  C34 1.093
48 H 0.2388 -4.9227 -0.9686  C34 1.092
49 H 2.0923 -3.6202 0.1020  C35 1.094
50 H 0.8605 -4.1302 1.2433  C35 1.095
51 H 4.6877 -6.0871 1.0686  C39 1.090
52 H 4.5351 -4.4399 0.4718  C39 1.091
53 H 3.8025 -5.7357 -0.4205  C39 1.087
54 H 2.3097 -3.9505 3.1981  C40 1.089
55 H 3.5985 -3.3436 2.1957  C40 1.082
56 H 3.8933 -4.7281 3.2266  C40 1.092
57 H 1.5303 -8.9953 2.5833  C41 1.090
58 H 0.4482 -9.2546 1.2137  C41 1.089
59 H 0.0064 -8.1104 2.4728  C41 1.088
60 C -4.5407 0.0580 3.6533  C61 1.539, H71 1.086, H72 1.090, H73 1.090
61 C -3.5971 0.7432 2.6485  C60 1.539, C62 1.530, N66 1.497, C70 1.526
62 C -4.3702 1.7068 1.7453  C61 1.530, C63 1.526, H74 1.096, H75 1.091
63 C -5.1999 1.0110 0.6703  C62 1.526, C64 1.526, H76 1.093, H77 1.091
64 C -4.3267 0.0568 -0.1404  C63 1.526, C65 1.529, H78 1.092, H79 1.096
65 C -3.5867 -0.9592 0.7301  C64 1.529, N66 1.498, C68 1.543, C69 1.525
66 N -2.8537 -0.2760 1.8431  C61 1.497, C65 1.498, O67 1.293
67 O -1.7465 0.2262 1.4037  N66 1.293
68 C -4.5850 -2.0035 1.2712  C65 1.543, H80 1.091, H81 1.089, H82 1.087
69 C -2.5956 -1.7406 -0.1264  C65 1.525, H83 1.089, H84 1.089, H85 1.091
70 C -2.6227 1.5490 3.5022  C61 1.526, H86 1.091, H87 1.089, H88 1.090
71 H -5.2994 -0.5718 3.1991  C60 1.086
72 H -3.9735 -0.5543 4.3551  C60 1.090
73 H -5.0762 0.8138 4.2279  C60 1.090
74 H -3.6620 2.3826 1.2532  C62 1.096
75 H -5.0131 2.3343 2.3647  C62 1.091
76 H -6.0406 0.4790 1.1227  C63 1.093
77 H -5.6362 1.7596 0.0065  C63 1.091
78 H -4.9366 -0.4786 -0.8705  C64 1.092
79 H -3.6005 0.6448 -0.7124  C64 1.096
80 H -4.1479 -2.5776 2.0888  C68 1.091
81 H -4.8492 -2.7068 0.4827  C68 1.089
82 H -5.5254 -1.5772 1.6117  C68 1.087
83 H -1.8940 -1.0906 -0.6469  C69 1.089
84 H -3.1383 -2.3035 -0.8837  C69 1.089
85 H -2.0263 -2.4476 0.4796  C69 1.091
86 H -2.0005 0.8948 4.1145  C70 1.091
87 H -3.1871 2.1998 4.1684  C70 1.089
88 H -1.9701 2.1810 2.9005  C70 1.090
89 C -0.8194 5.1906 -6.0926  C90 1.539, H100 1.086, H101 1.090, H102 1.090
90 C -0.3011 4.3856 -4.8870  C89 1.539, C91 1.530, N95 1.495, C99 1.525
91 C -0.1956 2.8987 -5.2322  C90 1.530, C92 1.527, H103 1.095, H104 1.091
92 C -1.5424 2.1813 -5.2823  C91 1.527, C93 1.527, H105 1.093, H106 1.092
93 C -2.3132 2.4054 -3.9831  C92 1.527, C94 1.529, H107 1.092, H108 1.096
94 C -2.4872 3.8853 -3.6421  C93 1.529, N95 1.497, C97 1.543, C98 1.526
95 N -1.1742 4.6020 -3.6932  C90 1.495, C94 1.497, O96 1.293
96 O -0.5096 4.3868 -2.6049  N95 1.293
97 C -3.5147 4.5208 -4.6014  C94 1.543, H109 1.090, H110 1.089, H111 1.087
98 C -3.0875 4.0209 -2.2461  C94 1.526, H112 1.090, H113 1.089, H114 1.091
99 C 1.0988 4.9278 -4.6170  C90 1.525, H115 1.090, H116 1.089, H117 1.089
100 H -1.8246 4.9293 -6.4090  C89 1.086
101 H -0.8043 6.2586 -5.8738  C89 1.090
102 H -0.1742 5.0178 -6.9541  C89 1.090
103 H 0.4340 2.4024 -4.4858  C91 1.095
104 H 0.3195 2.7921 -6.1883  C91 1.091
105 H -2.1240 2.5223 -6.1425  C92 1.093
106 H -1.3800 1.1122 -5.4304  C92 1.092
107 H -3.2974 1.9364 -4.0466  C93 1.092
108 H -1.7807 1.9037 -3.1673  C93 1.096
109 H -3.4698 5.6094 -4.5584  C97 1.090
110 H -4.5229 4.2236 -4.3156  C97 1.089
111 H -3.3994 4.2104 -5.6371  C97 1.087
112 H -2.4922 3.5141 -1.4871  C98 1.090
113 H -4.0794 3.5710 -2.2343  C98 1.089
114 H -3.1865 5.0694 -1.9614  C98 1.091
115 H 1.0633 5.9705 -4.2998  C99 1.090
116 H 1.6845 4.8723 -5.5338  C99 1.089
117 H 1.6237 4.3550 -3.8542  C99 1.089

=====

No. 2
C22H23FN2O6S2 | wB97M-V/def2-TZVPD

The calculation puts the orbital gap at 8.26 eV. The value obtained for the energy above the lowest of the compared OMol25 structures with the same formula, charge and spin is 0.013 eV. Its LUMO energy is -0.37 eV. The total energy is -2309.33094 Ha. The HOMO energy is -0.31712 hartree.

Last columns: bonded neighbours and bond lengths (Å).
Positions of all 56 atoms, in Å:
1 C -2.5897 -4.7845 1.1368  H2 1.088, H3 1.087, H4 1.086, C5 1.524
2 H -1.9651 -4.9985 2.0014  C1 1.088
3 H -3.2630 -5.6240 0.9805  C1 1.087
4 H -1.9464 -4.6819 0.2679  C1 1.086
5 C -3.3803 -3.5006 1.3582  C1 1.524, C6 1.517, H55 1.092, H56 1.093
6 C -2.4671 -2.2962 1.4936  C5 1.517, H7 1.088, H8 1.087, S9 1.806
7 H -3.0059 -1.4035 1.8033  C6 1.088
8 H -1.6021 -2.4872 2.1228  C6 1.087
9 S -1.8117 -1.8450 -0.1276  C6 1.806, O10 1.441, O11 1.440, C12 1.789
10 O -2.8906 -1.5422 -1.0339  S9 1.441
11 O -0.8352 -2.7813 -0.6216  S9 1.440
12 C -0.9168 -0.3203 0.1434  S9 1.789, C13 1.388, C20 1.396
13 C 0.4529 -0.2787 0.3624  C12 1.388, N14 1.369, C42 1.479
14 N 0.8362 1.0354 0.3437  C13 1.369, C15 1.352, C19 1.396
15 C 2.0503 1.5951 0.5486  N14 1.352, C16 1.367, H41 1.079
16 C 2.2100 2.9526 0.5182  C15 1.367, C17 1.420, C36 1.498
17 C 1.0787 3.7870 0.3153  C16 1.420, C18 1.364, H35 1.078
18 C -0.1524 3.2288 0.1296  C17 1.364, C19 1.404, H34 1.078
19 C -0.2901 1.8317 0.1321  N14 1.396, C18 1.404, C20 1.395
20 C -1.3870 0.9843 -0.0211  C12 1.396, C19 1.395, S21 1.783
21 S -3.1113 1.4395 -0.0374  C20 1.783, O22 1.444, O23 1.439, C24 1.814
22 O -3.1574 2.8556 0.2410  S21 1.444
23 O -3.7414 0.5726 0.9234  S21 1.439
24 C -3.7236 1.1885 -1.7263  S21 1.814, C25 1.518, H32 1.087, H33 1.086
25 C -5.1022 1.8095 -1.8554  C24 1.518, C26 1.523, H30 1.093, H31 1.093
26 C -6.1546 0.9809 -1.1300  C25 1.523, H27 1.088, H28 1.086, H29 1.088
27 H -6.2122 -0.0158 -1.5613  C26 1.088
28 H -5.8930 0.8837 -0.0806  C26 1.086
29 H -7.1313 1.4528 -1.2083  C26 1.088
30 H -5.3608 1.8955 -2.9142  C25 1.093
31 H -5.0638 2.8153 -1.4303  C25 1.093
32 H -2.9886 1.6870 -2.3537  C24 1.087
33 H -3.7204 0.1159 -1.8941  C24 1.086
34 H -1.0499 3.8137 0.0082  C18 1.078
35 H 1.1771 4.8601 0.3430  C17 1.078
36 C 3.6045 3.4521 0.7402  C16 1.498, O37 1.213, N38 1.351
37 O 4.4710 2.7348 1.1934  C36 1.213
38 N 3.8388 4.7382 0.3988  C36 1.351, H39 1.003, H40 1.007
39 H 3.1579 5.3190 -0.0540  N38 1.003
40 H 4.7734 5.0921 0.5188  N38 1.007
41 H 2.8924 0.9460 0.7353  C15 1.079
42 C 1.2895 -1.4362 0.7471  C13 1.479, O43 1.213, C44 1.478
43 O 0.8929 -2.2036 1.5991  C42 1.213
44 C 2.5930 -1.5869 0.0676  C42 1.478, C45 1.395, C49 1.395
45 C 2.8227 -1.0279 -1.1897  C44 1.395, C46 1.380, H54 1.080
46 C 4.0377 -1.2099 -1.8191  C45 1.380, C47 1.386, H53 1.078
47 C 5.0190 -1.9482 -1.1765  C46 1.386, C48 1.385, F52 1.344
48 C 4.8131 -2.5236 0.0664  C47 1.385, C49 1.380, H51 1.078
49 C 3.5899 -2.3462 0.6804  C44 1.395, C48 1.380, H50 1.079
50 H 3.3853 -2.7851 1.6448  C49 1.079
51 H 5.6001 -3.0982 0.5281  C48 1.078
52 F 6.2047 -2.1167 -1.7853  C47 1.344
53 H 4.2355 -0.7950 -2.7947  C46 1.078
54 H 2.0383 -0.4756 -1.6850  C45 1.080
55 H -4.0467 -3.3203 0.5118  C5 1.092
56 H -3.9943 -3.5905 2.2579  C5 1.093